Version A
Entry from the OMol25 dataset: a gas-phase ion, C5H9N2S (charge +1) (the ωB97M-V functional and the def2-TZVPD basis).

Gap between HOMO and LUMO = 10.6 eV
Spin multiplicity = 1
HOMO energy = -13.81 eV
E_LUMO = -3.181 eV
Total charge = +1
SMILES string = CC1=N[C@H]2[NH2+][C@H]2SC1

Each line ends with the natural charge from an NBO analysis.
Positions of all 17 atoms, in Å:
1 C -2.5761 0.1143 -0.4178  -0.676
2 C -1.1230 0.1171 -0.0154  0.299
3 N -0.6160 -1.0873 -0.0193  -0.358
4 C 1.1345 -1.0693 0.4978  0.050
5 N 1.9543 -0.9919 -0.6669  -0.526
6 C 2.0143 0.1314 0.2956  -0.244
7 S 1.2498 1.6641 -0.2223  0.299
8 C -0.4239 1.3488 0.5521  -0.572
9 H -2.9181 0.7738 -1.1770  0.252
10 H -3.3167 0.3301 0.4241  0.260
11 H -2.5691 -0.8932 -0.7410  0.252
12 H 1.1557 -1.9150 1.1521  0.267
13 H 2.6721 -1.6083 -0.8573  0.435
14 H 1.5311 -0.9234 -1.5351  0.441
15 H 2.9899 0.3427 0.8555  0.294
16 H -0.8455 2.3300 0.2468  0.265
17 H -0.3133 1.3360 1.6281  0.263

Version B
Entry from the OMol25 dataset: a gas-phase ion, C5H9N2S (charge +1) (the ωB97M-V functional and the def2-TZVPD basis).

Gap between HOMO and LUMO (alpha / beta) = 7.6 / 7.6 eV
Spin multiplicity = 1
HOMO energy (alpha / beta) = -12.88 / -12.88 eV
E_LUMO (alpha / beta) = -5.240 / -5.240 eV
Total charge = +1
SMILES string = C=[S@]1(C)=C[NH+]=CN=C1

Each line ends with the natural charge from an NBO analysis.
Positions of all 17 atoms, in Å:
1 C -2.1779 -0.3855 0.3434  -0.850
2 S -0.5577 -0.4305 -0.0765  1.275
3 C 0.0189 -1.9761 0.5156  -0.802
4 C 0.1612 0.7396 0.9511  -0.428
5 N 1.1710 1.6790 0.4432  -0.422
6 C 1.7768 1.5402 -0.7419  0.216
7 N 1.1352 0.8869 -1.6883  -0.358
8 C 0.3442 -0.0651 -1.6109  -0.138
9 H -2.6401 -1.3449 0.4622  0.255
10 H -2.5609 0.5331 0.0157  0.243
11 H -0.0741 -1.9102 1.6600  0.285
12 H -0.6885 -2.6924 0.3182  0.262
13 H 1.0654 -2.0271 0.1572  0.268
14 H -0.6614 1.0579 1.6148  0.272
15 H 1.4323 2.4060 1.1374  0.459
16 H 2.5449 2.1958 -0.9930  0.227
17 H -0.2891 -0.2068 -2.5081  0.236

Which is most stable, and by how much? version A, by 65.3 kcal/mol.

Version A
Entry from the OMol25 dataset: a gas-phase ion, C3H4N3S (charge +1) (the ωB97M-V functional and the def2-TZVPD basis).

Gap between HOMO and LUMO = 6.4 eV
Spin multiplicity = 1
HOMO energy = -12.73 eV
E_LUMO = -6.319 eV
Total charge = +1
SMILES string = [H]/N=C(\[N+]#C)NC=S

Each line ends with the natural charge from an NBO analysis.
Positions of all 11 atoms, in Å:
1 H -1.7184 -1.7568 0.0982  0.399
2 N -0.7060 -1.7420 0.0073  -0.547
3 C 0.0181 -0.7191 -0.0245  0.507
4 N -0.5875 0.5581 0.0156  -0.222
5 C -1.3294 1.4774 0.0856  0.521
6 N 1.4027 -0.8260 -0.0445  -0.600
7 C 2.2778 0.3369 -0.1199  -0.212
8 S 3.8604 0.1789 0.0494  0.180
9 H -2.0346 2.1688 -0.0252  0.275
10 H 1.6855 -1.8323 -0.2153  0.477
11 H 1.8861 1.3450 -0.4393  0.223

Version B
Entry from the OMol25 dataset: a gas-phase ion, C3H4N3S (charge +1) (the ωB97M-V functional and the def2-TZVPD basis).

Gap between HOMO and LUMO = 5.6 eV
Spin multiplicity = 1
HOMO energy = -13.47 eV
E_LUMO = -7.900 eV
Total charge = +1

Each line ends with the natural charge from an NBO analysis.
Positions of all 11 atoms, in Å:
1 C -0.0039 -1.1606 0.1732  0.097
2 C 0.2168 0.1698 -0.2915  0.231
3 C -1.5907 0.1665 1.0170  0.223
4 N -1.0158 -1.0782 1.0843  -0.519
5 N -0.7691 0.9650 0.1886  -0.563
6 N 1.1696 0.8042 -1.0557  -0.518
7 S 2.4958 0.1691 -1.7663  0.474
8 H 0.7060 -1.9160 0.2141  0.249
9 H -1.5122 -1.7745 1.5902  0.466
10 H -0.8375 1.8918 -0.1639  0.437
11 H 1.1409 1.7629 -0.9901  0.424

Which is most stable, and by how much? version A, by 5.4 kcal/mol.